<A>
Below is a single C5H5ClOS molecule, with properties calculated with ωB97M-V/def2-TZVPD.

Each line ends with the Löwdin charge.
Positions of all 13 atoms, in Å:
C: 0.477 -0.480 1.901  -0.1178
C: 0.840 -1.568 1.210  -0.3729
C: -0.281 0.477 1.189  -0.4869
C: -0.792 -0.235 -0.148  -0.9377
C: -0.541 0.742 -1.245  -0.1303
O: -0.569 1.583 1.573  0.1062
S: 0.130 -1.745 -0.343  0.9471
Cl: -2.633 -0.716 0.120  0.5244
H: 1.054 -0.168 2.796  0.1367
H: 1.508 -2.369 1.562  0.0924
H: 0.454 0.616 -1.630  0.0798
H: -0.765 1.654 -0.768  0.0671
H: -1.104 0.531 -2.158  0.0918

Calculated values
**Highest occupied orbital energy**: -9.189 eV
**Structure (SMILES)**: C[C@@]1(Cl)SC=CC1=O
**Gap between HOMO and LUMO**: 0.32221 Ha

=====

<B>
Below is a single C5H5ClOS molecule, with properties calculated with ωB97M-V/def2-TZVPD.

Each line ends with the Löwdin charge.
Positions of all 13 atoms, in Å:
C: -0.239 0.463 -1.608  -0.6856
C: 0.550 -0.629 -2.230  0.0814
C: -0.694 0.149 -0.172  -0.3898
C: 0.263 -0.068 0.971  -0.3359
C: -0.153 0.129 2.312  -0.4520
H: 0.503 -1.543 -1.645  0.0568
H: 1.052 -0.328 -3.170  0.0632
H: -1.540 0.665 0.435  0.1589
H: 1.336 -0.078 0.809  0.1290
H: -1.250 0.507 2.584  0.1207
O: -0.438 -1.125 0.167  -0.0233
S: 1.110 -0.221 3.559  0.5757
Cl: -0.500 2.079 -2.012  0.7008

Calculated values
**Highest occupied orbital energy**: -9.120 eV
**Structure (SMILES)**: C=C(Cl)[C@H]1O[C@@H]1C=S
**Gap between HOMO and LUMO**: 0.27809 Ha

=====

Relative energies, hartree: <A> 0.0000; <B> 0.1449.

=====

<A>
Below is a 2-piece molecular cluster, C3H9OS overall, with properties calculated with ωB97M-V/def2-TZVPD.

Each line ends with the Löwdin charge.
Positions of all 14 atoms, in Å:
C: 0.066 -0.665 3.432  -0.6875
S: -0.445 -0.641 1.637  0.0744
H: -0.581 0.006 3.996  -0.0298
H: 0.005 -1.692 3.772  -0.0328
H: 1.072 -0.258 3.544  -0.0266
C: -0.035 0.975 -1.870  -0.3481
O: 0.154 -0.395 -1.565  -0.1409
C: 0.573 1.223 -3.254  -0.1130
H: -1.083 1.282 -1.962  0.1031
H: 0.500 1.538 -1.093  0.1032
H: -0.197 -0.540 -0.674  -0.0856
H: -0.085 0.734 -3.980  0.0619
H: 0.644 2.272 -3.540  0.0586
H: 1.545 0.744 -3.364  0.0634

Calculated values
**Highest occupied orbital energy**: -2.415 eV
**Net charge**: -1
**Gap between HOMO and LUMO**: 0.22977 Ha

=====

<B>
Below is a 2-piece molecular cluster, C3H9OS overall, with properties calculated with ωB97M-V/def2-TZVPD.

Each line ends with the Löwdin charge.
Positions of all 14 atoms, in Å:
C: -2.134 0.579 1.786  -0.1565
C: -0.793 0.662 1.057  -0.3868
C: -0.980 1.012 -0.440  -0.8370
S: 0.418 0.488 -1.461  0.0688
H: -2.098 0.525 2.875  0.0499
H: -2.605 1.572 1.661  0.0617
H: -2.826 -0.103 1.304  0.0556
H: -0.197 -0.248 1.137  0.0575
H: -0.209 1.448 1.543  0.0862
H: -1.961 0.641 -0.760  0.0300
H: -1.091 2.107 -0.456  0.0305
H: 2.243 -2.061 0.061  0.0268
H: 3.353 -2.890 -0.507  0.0088
O: 2.816 -2.834 0.276  -0.0954

Calculated values
**Highest occupied orbital energy**: -2.434 eV
**Net charge**: -1
**Gap between HOMO and LUMO**: 0.23184 Ha

=====

<C>
Below is a 2-piece molecular cluster, C3H9OS overall, with properties calculated with ωB97M-V/def2-TZVPD.

Each line ends with the Löwdin charge.
Positions of all 14 atoms, in Å:
C: -0.367 0.246 -3.205  -0.2083
O: -1.106 1.143 -2.402  -0.2040
H: -0.885 0.240 -4.193  0.0785
H: 0.725 0.345 -3.070  0.0689
H: -0.530 -0.750 -2.769  0.0532
C: 0.550 -0.028 2.917  -0.2315
C: 0.484 -0.556 1.451  -0.8151
S: -1.151 -0.422 0.640  0.1663
H: 0.359 -0.904 3.563  0.0481
H: -0.361 0.589 3.067  0.0278
H: 1.397 0.599 3.174  0.0359
H: 1.126 0.103 0.860  0.0101
H: 0.903 -1.563 1.413  0.0185
H: -1.145 0.957 -1.447  -0.0484

Calculated values
**Highest occupied orbital energy**: -2.632 eV
**Net charge**: -1
**Gap between HOMO and LUMO**: 0.24602 Ha

=====

Relative energies, hartree: <A> 0.0127; <B> 0.0000; <C> 0.0234.

=====

<A>
Below is a 2-piece molecular cluster, C3H9OS overall, with properties calculated with ωB97M-V/def2-TZVPD.

Each line ends with the Löwdin charge.
Positions of all 14 atoms, in Å:
C: -0.035 -1.649 -2.123  -0.1448
C: 0.797 -1.327 -0.796  -0.3903
C: 1.053 0.146 -0.582  -0.8477
S: -0.285 1.217 -0.063  0.1749
H: 0.456 -1.545 -3.043  0.0154
H: -0.501 -2.674 -2.173  0.0590
H: -0.832 -0.842 -2.023  0.0506
H: 1.702 -1.967 -0.766  0.0738
H: 0.222 -1.805 0.077  0.0979
H: 1.839 0.296 0.222  0.0346
H: 1.400 0.399 -1.634  0.0513
H: -1.463 0.499 2.310  -0.0484
H: -0.135 0.392 3.267  0.0515
O: -1.127 0.593 3.221  -0.1778

Calculated values
**Highest occupied orbital energy**: -2.510 eV
**Net charge**: -1
**Gap between HOMO and LUMO**: 0.24798 Ha

=====

<B>
Below is a 2-piece molecular cluster, C3H9OS overall, with properties calculated with ωB97M-V/def2-TZVPD.

Each line ends with the Löwdin charge.
Positions of all 14 atoms, in Å:
C: 0.657 1.158 1.202  -0.1983
O: 1.138 -0.253 1.598  -0.2383
H: 0.312 1.357 0.251  0.0026
H: -0.158 1.218 1.917  0.0447
H: 1.462 1.862 1.474  0.0596
C: 0.670 -1.050 -2.085  -0.3680
S: -0.936 -0.937 -0.861  0.5390
C: -1.594 -0.036 0.399  -0.7594
H: 0.079 -0.536 -2.946  0.0292
H: 0.930 -2.085 -2.039  -0.0310
H: 1.264 -0.590 -1.338  -0.0623
H: -2.398 -0.531 1.031  -0.0338
H: 0.447 -0.732 1.006  0.0011
H: -1.874 1.156 0.392  0.0148

Calculated values
**Highest occupied orbital energy**: -0.897 eV
**Net charge**: -1
**Gap between HOMO and LUMO**: 0.18377 Ha

=====

<C>
Below is a 2-piece molecular cluster, C3H9OS overall, with properties calculated with ωB97M-V/def2-TZVPD.

Each line ends with the Löwdin charge.
Positions of all 14 atoms, in Å:
C: 1.066 -1.558 -2.526  -0.1824
O: -0.365 -1.425 -2.528  -0.1706
H: 1.488 -0.703 -2.039  0.0547
H: 1.262 -2.466 -1.977  0.0681
H: 1.508 -1.677 -3.470  0.0416
C: 0.711 1.946 2.268  -0.2533
C: -0.578 1.076 1.995  -0.7676
S: -0.563 -0.056 0.465  0.1167
H: 0.842 2.830 1.500  0.0806
H: 1.639 1.408 2.431  0.0300
H: 0.629 2.574 3.165  0.0237
H: -0.865 0.475 2.873  0.0097
H: -1.387 1.898 1.670  0.0476
H: -0.387 -0.824 -1.789  -0.0986

Calculated values
**Highest occupied orbital energy**: -2.554 eV
**Net charge**: -1
**Gap between HOMO and LUMO**: 0.24504 Ha

=====

Relative energies, hartree: <A> 0.0000; <B> 0.2093; <C> 0.0267.

=====

<A>
Below is a 2-piece molecular cluster, C4H10 overall, with properties calculated with ωB97M-V/def2-TZVPD.

Each line ends with the Löwdin charge.
Positions of all 14 atoms, in Å:
C: -1.336 1.627 1.436  -0.1758
C: -2.039 2.832 0.801  -0.1656
H: -1.860 0.690 1.290  0.0559
H: -0.278 1.508 1.201  0.0578
H: -1.257 1.754 2.518  0.0550
H: -1.337 3.462 0.264  0.0574
H: -2.544 3.413 1.569  0.0574
H: -2.823 2.506 0.118  0.0578
C: 1.640 -3.154 -1.544  -0.0919
C: 2.905 -2.742 -1.548  -0.0820
H: 1.347 -4.127 -1.147  0.0408
H: 0.784 -2.725 -2.051  0.0434
H: 3.764 -3.385 -1.405  0.0437
H: 3.034 -1.660 -1.502  0.0461

Calculated values
**Highest occupied orbital energy**: -9.662 eV
**Structure (SMILES)**: C=C.CC
**Gap between HOMO and LUMO**: 0.39499 Ha

=====

<B>
Below is a single C4H10 molecule, with properties calculated with ωB97M-V/def2-TZVPD.

Each line ends with the Löwdin charge.
Positions of all 14 atoms, in Å:
C: 0.715 0.187 -1.549  -0.0791
C: -0.452 -0.460 -0.753  -0.2445
C: -0.184 -0.612 0.664  -0.2841
C: -0.392 0.584 1.609  -0.0730
H: 1.751 -0.393 -1.591  0.1153
H: 1.039 0.934 -0.995  -0.0047
H: 0.535 0.315 -2.570  0.0447
H: -1.291 0.340 -1.044  0.1722
H: -0.769 -1.168 -1.074  -0.0551
H: 0.742 -1.055 0.867  0.0855
H: -0.745 -1.561 0.848  0.1264
H: 0.340 1.620 1.314  0.1547
H: -1.218 0.973 1.565  -0.0677
H: -0.070 0.295 2.710  0.1093

Calculated values
**Highest occupied orbital energy**: -10.545 eV
**Structure (SMILES)**: CCCC
**Gap between HOMO and LUMO**: 0.43409 Ha

=====

<C>
Below is a 2-piece molecular cluster, C4H10 overall, with properties calculated with ωB97M-V/def2-TZVPD.

Each line ends with the Löwdin charge.
Positions of all 14 atoms, in Å:
C: 0.532 3.998 3.302  -0.2019
C: -0.471 4.320 2.204  -0.2069
H: 1.566 4.509 3.241  0.0822
H: 0.966 3.031 3.158  0.0360
H: 0.215 4.207 4.368  0.0779
H: -1.470 4.903 2.568  0.1063
H: -0.084 5.041 1.362  0.0830
H: -0.799 3.573 1.522  0.0234
C: 0.161 -5.356 -4.142  -0.1003
C: -0.319 -5.885 -3.010  -0.0772
H: 1.148 -5.529 -4.397  0.0044
H: -0.113 -4.645 -4.929  0.0543
H: 0.169 -6.610 -2.461  0.0060
H: -1.501 -5.556 -2.787  0.1128

Calculated values
**Highest occupied orbital energy**: -10.206 eV
**Structure (SMILES)**: C=C.CC
**Gap between HOMO and LUMO**: 0.42361 Ha

=====

<D>
Below is a single C4H10 molecule, with properties calculated with ωB97M-V/def2-TZVPD.

Each line ends with the Löwdin charge.
Positions of all 14 atoms, in Å:
C: 0.691 -1.600 0.885  -0.1244
C: -0.708 1.617 -0.856  -0.1147
C: -0.520 0.114 -0.569  -0.2734
C: 0.452 -0.115 0.598  -0.2923
H: -0.260 -2.139 0.825  0.0706
H: 1.254 -1.742 1.803  0.0657
H: 1.259 -2.066 0.075  0.0664
H: -1.611 1.758 -1.447  0.0643
H: 0.158 1.964 -1.398  0.0620
H: -0.745 2.238 0.043  0.0690
H: 0.043 -0.290 -1.402  0.0991
H: -1.461 -0.412 -0.442  0.1017
H: 1.376 0.390 0.340  0.1026
H: 0.072 0.281 1.545  0.1033

Calculated values
**Highest occupied orbital energy**: -11.221 eV
**Structure (SMILES)**: CCCC
**Gap between HOMO and LUMO**: 0.46083 Ha

=====

Relative energies, hartree: <A> 0.0595; <B> 0.1583; <C> 0.0968; <D> 0.0000.

=====

<A>
Below is a 3-piece molecular cluster, C4H10 overall, with properties calculated with ωB97M-V/def2-TZVPD.

Each line ends with the Löwdin charge.
Positions of all 14 atoms, in Å:
C: 0.200 -1.718 0.497  -0.0943
C: -0.378 -0.484 0.764  -0.4300
C: -1.387 0.077 -0.085  -0.0407
C: 1.222 1.404 -0.620  -0.0538
H: 1.150 -1.867 0.948  0.0255
H: -0.070 -2.361 -0.391  0.0801
H: 0.030 0.269 1.436  0.0965
H: 1.878 1.779 -1.444  0.0439
H: -1.794 -0.311 -0.994  0.0418
H: -2.106 -1.477 0.827  0.2226
H: -1.509 1.119 0.177  0.0536
H: 1.491 0.641 0.124  0.0074
H: 0.515 0.687 -1.124  0.0235
H: 0.758 2.243 -0.115  0.0240

Calculated values
**Highest occupied orbital energy**: -7.484 eV
**Gap between HOMO and LUMO**: 0.25047 Ha

=====

<B>
Below is a 3-piece molecular cluster, C4H10 overall, with properties calculated with ωB97M-V/def2-TZVPD.

Each line ends with the Löwdin charge.
Positions of all 14 atoms, in Å:
C: 0.674 -1.487 -0.898  -0.0580
C: -0.187 -0.294 -1.073  -0.3989
C: 0.113 1.002 -0.992  -0.1003
C: -0.497 0.555 1.904  -0.0531
H: 0.149 -2.372 -0.543  0.0462
H: 1.497 -1.412 -0.175  0.0428
H: -1.255 -0.565 -1.161  0.1005
H: -1.319 0.066 1.383  0.0172
H: -0.644 1.714 -1.278  0.0576
H: 1.257 -0.894 -2.451  0.2428
H: 1.140 1.326 -0.848  0.0692
H: -0.332 0.103 2.882  0.0227
H: -0.950 1.555 1.983  0.0296
H: 0.356 0.703 1.267  -0.0182

Calculated values
**Highest occupied orbital energy**: -8.540 eV
**Gap between HOMO and LUMO**: 0.31344 Ha

=====

<C>
Below is a single C4H10 molecule, with properties calculated with ωB97M-V/def2-TZVPD.

Each line ends with the Löwdin charge.
Positions of all 14 atoms, in Å:
C: -0.277 1.020 1.278  -0.1180
C: -0.888 -0.113 0.431  -0.3047
C: -0.281 -0.253 -0.894  -0.3272
C: 1.238 -0.737 -0.881  -0.1045
H: 0.655 0.768 1.614  0.0321
H: -0.957 1.198 1.992  0.0014
H: -0.473 2.077 0.704  0.1400
H: -2.172 0.144 0.327  0.1765
H: -0.780 -1.173 0.932  0.1311
H: -0.366 0.613 -1.587  0.1205
H: -0.600 -1.049 -1.360  0.0281
H: 1.974 0.102 -0.459  0.1000
H: 1.719 -0.864 -1.814  0.0271
H: 1.209 -1.734 -0.284  0.0977

Calculated values
**Highest occupied orbital energy**: -10.601 eV
**Structure (SMILES)**: CCCC
**Gap between HOMO and LUMO**: 0.43469 Ha

=====

Relative energies, hartree: <A> 0.1586; <B> 0.0944; <C> 0.0000.

=====

<A>
Below is a single C3H3NO molecule, with properties calculated with ωB97M-V/def2-TZVPD.

Each line ends with the Löwdin charge.
Positions of all 8 atoms, in Å:
N: 0.742 1.745 0.142  0.1776
C: 0.305 0.753 0.713  -0.4944
O: 0.098 0.337 1.909  0.0525
H: 0.799 1.803 -0.865  0.0846
C: -0.301 -0.687 -0.209  -0.0621
C: -0.549 -1.364 -1.190  0.0608
H: -0.799 -1.972 -2.031  0.0200
H: -0.294 -0.616 1.532  0.1610

Calculated values
**Highest occupied orbital energy**: -10.463 eV
**Structure (SMILES)**: [H]/N=C(/O)C#C
**Gap between HOMO and LUMO**: 0.38937 Ha

=====

<B>
Below is a 2-piece molecular cluster, C3H3NO overall, with properties calculated with ωB97M-V/def2-TZVPD.

Each line ends with the Löwdin charge.
Positions of all 8 atoms, in Å:
O: -1.672 0.730 0.262  0.1294
C: -1.144 -0.313 0.198  -0.2977
C: -0.530 -1.468 0.120  0.0005
C: 1.318 1.618 -0.214  -0.0707
N: 1.976 0.690 -0.408  0.0735
H: 0.689 2.466 -0.031  0.0626
H: 0.500 -1.472 -0.217  0.0424
H: -1.041 -2.379 0.401  0.0600

Calculated values
**Highest occupied orbital energy**: -9.354 eV
**Structure (SMILES)**: C=C=O.C#N
**Gap between HOMO and LUMO**: 0.37636 Ha

=====

<C>
Below is a 2-piece molecular cluster, C3H3NO overall, with properties calculated with ωB97M-V/def2-TZVPD.

Each line ends with the Löwdin charge.
Positions of all 8 atoms, in Å:
O: -0.766 -1.529 -0.579  0.0487
C: 1.382 -0.013 -0.462  0.0990
C: 1.027 0.958 0.184  -0.0221
N: -0.939 0.537 0.599  0.1775
C: -1.162 -0.585 0.064  -0.6139
H: 1.656 -0.879 -1.024  0.0565
H: 1.034 1.898 0.695  0.0652
H: -2.231 -0.388 0.522  0.1891

Calculated values
**Highest occupied orbital energy**: -10.458 eV
**Gap between HOMO and LUMO**: 0.35045 Ha

=====

<D>
Below is a single C3H3NO molecule, with properties calculated with ωB97M-V/def2-TZVPD.

Each line ends with the Löwdin charge.
Positions of all 8 atoms, in Å:
C: 1.374 0.561 1.436  -0.3477
C: -1.152 -0.670 -0.747  -0.0081
C: -0.136 0.207 -0.494  -0.2215
N: 0.910 0.035 0.467  0.1270
O: 2.069 0.856 2.288  0.1915
H: -1.868 -0.310 -1.513  0.0546
H: -1.174 -1.675 -0.151  0.0941
H: -0.023 0.996 -1.287  0.1101

Calculated values
**Highest occupied orbital energy**: -9.613 eV
**Structure (SMILES)**: C=CN=C=O
**Gap between HOMO and LUMO**: 0.37850 Ha

=====

Relative energies, hartree: <A> 0.1124; <B> 0.0189; <C> 0.1514; <D> 0.0000.